1.
Below is a 18-piece molecular cluster, C31H30Br2Cl51N2O2 overall, with properties calculated with ωB97M-V/def2-TZVPD.

Calculated values
spin multiplicity = 1
orbital gap = 7.466 eV
HOMO level = -11.9 eV
charge = +1

Structure (XYZ):
```
118
Properties=species:S:1:pos:R:3:forces:R:3
C 1.4038 0.7857 1.4836 -0.33 0.32 0.20
C 0.3566 1.1677 0.4391 0.21 -0.54 0.28
Br 0.3377 3.0995 0.2831 -0.16 0.18 0.10
C 0.5277 0.5171 -0.9664 0.21 0.62 -0.16
Br -0.9588 -0.6057 -1.4561 0.01 -0.04 0.09
C 1.8430 -0.1718 -1.1584 0.26 0.16 0.18
N 1.9727 -1.4851 -1.1084 -0.34 0.06 0.20
N 3.0633 -2.2114 -1.2349 0.18 -0.16 -0.14
C 4.1648 -1.5314 -1.4700 -0.16 0.47 0.13
C 4.1797 -0.1343 -1.5473 0.30 0.23 -0.08
C 3.0180 0.5816 -1.3765 -0.25 -0.42 -0.10
O 2.8912 1.9071 -1.3931 0.17 -0.02 -0.22
C 3.7825 2.6287 -2.2812 0.63 0.40 0.32
O 4.5462 3.3897 -1.7842 -0.35 -0.27 -0.20
C 3.6017 2.2935 -3.7035 -0.29 -0.20 0.15
C 2.3580 1.8472 -4.1571 0.33 -0.04 0.17
C 2.1839 1.5464 -5.4931 0.12 0.72 0.58
C 3.2600 1.6960 -6.3581 -0.26 -0.08 -0.49
C 4.5013 2.1162 -5.9154 0.13 0.07 0.29
C 4.6771 2.4226 -4.5747 -0.03 0.11 0.21
H 2.3301 1.3402 1.3423 0.16 -0.25 -0.16
H 1.0179 1.0982 2.4530 0.04 -0.03 0.05
H 1.5637 -0.2921 1.5412 0.08 -0.03 -0.10
H -0.6156 0.8716 0.8200 -0.13 0.16 -0.13
H 0.5457 1.3383 -1.6787 -0.23 -0.06 -0.12
H 1.1151 -2.0154 -0.9476 0.03 -0.13 -0.11
H 5.0948 -2.0812 -1.5793 -0.42 -0.08 0.06
H 5.1205 0.3725 -1.7228 0.00 0.02 -0.02
H 1.5615 1.7485 -3.4340 -0.24 0.06 -0.19
H 1.2167 1.2236 -5.8277 -0.07 0.20 -0.21
H 3.1009 1.4771 -7.4061 0.12 -0.04 -0.03
H 5.3373 2.2100 -6.5928 -0.04 0.00 -0.10
H 5.6252 2.7523 -4.1712 0.06 0.06 -0.15
C -2.4286 4.3545 -2.0750 -0.11 0.08 0.10
Cl -2.6775 5.8174 -3.0063 -0.14 -0.11 -0.27
Cl -3.9513 3.5831 -1.6447 0.17 0.07 -0.10
Cl -1.3907 3.2253 -2.9581 0.13 -0.16 -0.19
H -1.9136 4.6235 -1.1618 0.04 -0.05 0.00
C -0.6671 8.5286 -1.0163 -0.01 0.09 -0.04
Cl -0.1155 9.6111 0.2553 -0.04 0.00 0.01
Cl -1.3038 7.0304 -0.3200 0.18 0.10 0.34
Cl -1.8776 9.3076 -2.0303 0.01 -0.02 -0.01
H 0.1826 8.2717 -1.6363 -0.01 -0.02 0.02
C 3.6568 6.9235 -1.0857 -0.01 0.09 0.08
Cl 2.2143 6.2796 -1.8869 -0.04 -0.09 -0.02
Cl 4.8440 7.4331 -2.2816 0.11 -0.02 -0.17
Cl 3.2424 8.2534 -0.0114 0.03 -0.15 -0.08
H 4.0971 6.1294 -0.4963 -0.03 -0.04 -0.02
C -3.3021 -4.1713 -1.2301 -0.03 0.07 0.05
Cl -1.6740 -3.8863 -0.5975 0.05 -0.21 0.03
Cl -4.3523 -4.7691 0.0466 -0.10 0.01 -0.06
Cl -3.9536 -2.6989 -1.9459 0.02 0.10 0.03
H -3.2373 -4.9242 -2.0042 0.02 -0.01 -0.01
C 6.7147 -4.6466 -0.3350 0.07 -0.04 0.09
Cl 6.6269 -3.7238 1.1647 -0.05 0.02 -0.01
Cl 6.8603 -3.5462 -1.7242 0.27 -0.23 -0.10
Cl 8.0474 -5.7832 -0.3094 -0.02 0.02 -0.01
H 5.7919 -5.2002 -0.4471 -0.01 0.02 -0.03
C -4.3365 -6.5203 -4.8152 -0.03 0.02 -0.16
Cl -4.8878 -4.8477 -4.6801 0.06 -0.08 0.07
Cl -3.9889 -6.9317 -6.4890 -0.01 -0.01 0.01
Cl -2.9139 -6.8083 -3.8008 -0.01 0.00 0.03
H -5.1312 -7.1654 -4.4650 0.01 0.00 0.03
C -3.6766 -6.6918 3.1505 0.01 -0.06 0.07
Cl -4.4465 -6.1804 4.6524 0.07 0.00 -0.09
Cl -1.9666 -6.2429 3.1468 -0.18 0.27 -0.12
Cl -3.8608 -8.4238 2.9086 -0.18 0.26 -0.07
H -4.1562 -6.1755 2.3317 0.01 -0.01 -0.01
C 3.2717 7.3508 -5.9879 -0.03 0.19 0.03
Cl 3.0466 5.6126 -6.1981 0.05 -0.12 -0.01
Cl 4.8455 7.8827 -6.5797 -0.01 -0.12 0.07
Cl 1.9819 8.2521 -6.7793 -0.04 -0.04 0.03
H 3.2236 7.5524 -4.9252 0.03 0.03 0.00
C -7.8618 1.5667 -1.9665 0.06 0.02 -0.09
Cl -6.7142 2.3149 -0.8525 -0.18 -0.08 0.12
Cl -8.1207 2.5888 -3.3760 -0.01 -0.01 0.02
Cl -7.3062 -0.0388 -2.4474 -0.01 -0.02 0.02
H -8.8055 1.4550 -1.4499 0.00 -0.01 0.01
C -6.0631 -11.4594 5.0194 -0.05 0.07 0.00
Cl -7.7355 -12.0111 5.0158 0.02 -0.02 0.00
Cl -5.3703 -11.5580 3.3953 0.02 -0.05 0.00
Cl -5.9418 -9.8196 5.6548 0.02 -0.02 0.01
H -5.4928 -12.1134 5.6650 0.01 -0.01 -0.01
C -4.0089 -4.4101 8.2146 -0.06 -0.13 0.04
Cl -2.6218 -5.4157 8.6326 -0.02 0.02 -0.01
Cl -5.3358 -5.4016 7.6105 -0.14 0.04 0.17
Cl -4.5226 -3.4450 9.5998 0.05 0.08 -0.01
H -3.7063 -3.7373 7.4213 -0.14 -0.04 0.20
C -1.3293 -1.4841 6.2691 -0.13 0.00 0.07
Cl -1.2400 -0.6479 4.7129 0.04 0.01 -0.03
Cl -2.4028 -0.6349 7.3744 0.02 -0.01 0.00
Cl -1.8565 -3.1535 6.0513 0.31 0.06 -0.31
H -0.3376 -1.4985 6.7010 0.01 0.00 -0.02
C 0.8578 -2.1055 -7.4627 0.07 -0.09 -0.06
Cl 1.5754 -1.1535 -6.1453 -0.13 -0.74 -0.17
Cl 0.5280 -1.0633 -8.8421 -0.02 0.01 0.02
Cl 1.9092 -3.4416 -7.9131 -0.02 0.01 0.03
H -0.0804 -2.5135 -7.1108 0.00 0.02 0.03
C 3.4075 9.2561 3.9138 -0.05 -0.01 0.04
Cl 3.0361 7.5302 3.8383 0.02 -0.01 -0.02
Cl 2.6339 10.1167 2.5815 0.00 0.12 0.06
Cl 2.9227 9.9339 5.4631 0.01 0.00 -0.01
H 4.4781 9.3738 3.8120 0.01 -0.01 -0.02
C 0.0782 -10.1644 3.3184 -0.05 0.04 -0.04
Cl -1.5972 -10.7073 3.2944 0.19 -0.24 0.06
Cl 0.7913 -10.2583 1.7059 0.02 -0.01 0.01
Cl 0.1899 -8.5207 3.9543 0.19 -0.23 0.09
H 0.6379 -10.8194 3.9723 0.01 0.00 0.00
C 6.3331 10.7539 -1.2431 0.03 0.04 0.01
Cl 6.0303 11.4077 0.3677 -0.02 -0.03 0.01
Cl 6.1866 12.0104 -2.4690 -0.01 -0.02 0.00
Cl 7.9185 9.9794 -1.3207 -0.06 -0.02 0.00
H 5.5829 10.0003 -1.4423 0.00 -0.01 0.01
C -7.5779 -3.5300 11.8358 -0.08 0.00 0.07
Cl -6.8486 -2.5152 13.0829 0.03 -0.01 -0.05
Cl -8.1407 -5.0537 12.5202 0.02 -0.01 -0.02
Cl -8.8968 -2.6797 11.0301 0.02 0.00 -0.03
H -6.8210 -3.7527 11.0963 0.00 -0.02 0.00
```
Forces are in eV/Å.

=====

2.
Below is C31H30Cl2N5O3Pd as an isolated structure, with properties calculated with ωB97M-V/def2-TZVPD.

Calculated values
spin multiplicity = 3
orbital gap (alpha / beta) = 7.705 / 3.611 eV
HOMO level (alpha / beta) = -9.7 / -9.2 eV
relative energy (zero: lowest compared OMol25 entry of this formula, charge and spin) = 48.1 kcal/mol
charge = +1

Structure (XYZ):
```
72
Properties=species:S:1:pos:R:3:forces:R:3
Pd -0.0382 -0.2897 1.1844 -0.16 -0.25 -0.07
C -3.2111 -0.8093 4.3050 -0.01 0.08 -0.02
C -2.1370 -0.9647 3.4213 0.03 -0.07 0.02
N -1.6331 0.0251 2.7162 0.12 0.25 -0.16
C -2.1639 1.2655 2.8435 0.04 -0.06 -0.01
C -3.2475 1.5107 3.6992 -0.09 0.03 0.06
C -3.7685 0.4342 4.4373 0.06 -0.07 -0.02
C -3.8064 2.8295 3.8111 0.07 0.03 -0.07
C -3.2966 3.8533 3.1004 0.01 -0.09 0.02
C -2.1775 3.6475 2.2244 -0.06 0.15 0.02
C -1.6188 4.7086 1.4897 0.08 -0.06 -0.05
C -0.5405 4.4726 0.6773 -0.08 -0.04 0.08
C -0.0344 3.1665 0.6131 0.06 -0.03 -0.07
N -0.5390 2.1570 1.2860 -0.16 0.01 0.04
C -1.6020 2.3758 2.0856 0.03 -0.05 0.05
H -3.5812 -1.6593 4.8590 0.00 -0.02 0.00
H -1.6681 -1.9304 3.2809 -0.02 -0.01 0.02
H -4.6039 0.6037 5.1041 -0.02 0.00 0.02
H -4.6445 2.9790 4.4791 -0.01 -0.01 0.01
H -3.7130 4.8490 3.1809 -0.01 0.02 0.00
H -2.0474 5.6986 1.5807 0.00 0.02 0.00
H -0.0789 5.2612 0.1005 0.00 0.02 0.00
H 0.8177 2.9353 -0.0179 -0.01 0.01 0.00
C 4.5246 -1.4228 0.9934 -0.02 0.00 -0.01
N 3.2282 -1.6939 1.5927 -0.07 0.05 -0.01
C 2.2902 -2.3804 0.7197 -0.06 -0.02 0.01
C 2.7478 -0.9511 2.6356 -0.06 0.02 0.14
O 1.5544 -0.6316 2.7584 0.14 -0.16 -0.15
N 3.6517 -0.5679 3.5852 -0.02 0.00 -0.07
C 3.1989 0.3774 4.5894 0.01 0.05 0.03
C 4.7570 -1.4196 3.9906 0.06 -0.01 0.03
H 4.3773 -1.1136 -0.0459 0.02 0.00 0.01
H 5.1654 -2.3076 1.0031 0.00 0.01 0.00
H 5.0264 -0.6139 1.5160 0.01 -0.01 0.02
H 2.7964 -3.2488 0.2932 0.00 -0.01 0.01
H 1.9361 -1.7373 -0.0964 0.01 -0.05 0.07
H 1.4321 -2.7325 1.2922 0.05 0.06 -0.04
H 2.5137 1.0908 4.1414 0.00 0.00 0.01
H 4.0656 0.9072 4.9839 0.00 0.00 0.01
H 2.6865 -0.1253 5.4149 -0.01 0.00 0.00
H 4.7720 -2.3323 3.4034 0.00 -0.01 -0.03
H 4.6337 -1.6989 5.0403 0.00 0.02 -0.01
H 5.7183 -0.9122 3.8825 -0.01 0.00 0.01
Cl 0.6804 1.0815 -6.6108 -0.03 0.03 -0.04
C 1.3120 0.0315 -5.3941 0.09 -0.02 0.04
C 2.6281 0.1457 -4.9915 -0.10 0.01 -0.03
C 3.1091 -0.7139 -4.0142 0.04 0.05 -0.04
C 2.2947 -1.6747 -3.4520 -0.12 -0.10 0.04
C 0.9739 -1.7855 -3.8593 0.13 -0.01 0.08
Cl -0.0273 -3.0093 -3.1800 0.01 -0.08 0.06
C 0.4659 -0.9233 -4.8249 0.07 0.12 -0.06
N -0.8497 -1.0632 -5.3274 -0.14 -0.02 0.02
C -2.0230 -1.0674 -4.6704 0.29 -0.01 -0.16
C -3.1038 -1.7062 -5.3480 -0.29 -0.06 0.08
C -4.3019 -1.8639 -4.7256 0.16 -0.03 -0.21
C -4.4733 -1.3656 -3.4174 -0.06 0.02 0.09
C -3.4614 -0.6759 -2.7849 0.08 0.07 0.07
C -2.2254 -0.4628 -3.3874 -0.17 0.03 0.06
C -1.2383 0.4040 -2.7021 0.01 -0.11 -0.01
C -0.6121 -0.2961 -1.4508 0.19 -0.04 0.11
O 0.6186 -0.1489 -1.3209 -0.04 0.09 0.16
O -1.3948 -0.8784 -0.6696 -0.02 0.33 -0.05
H 3.2598 0.8981 -5.4398 0.01 0.01 -0.01
H 4.1367 -0.6319 -3.6893 0.02 0.02 -0.01
H 2.6699 -2.3409 -2.6892 -0.04 -0.03 0.01
H -0.9015 -1.3347 -6.3018 0.01 0.03 -0.03
H -2.9330 -2.1120 -6.3364 0.02 -0.01 -0.03
H -5.1108 -2.3796 -5.2230 -0.01 0.00 0.00
H -5.4216 -1.5032 -2.9164 -0.01 0.00 0.01
H -3.6129 -0.2659 -1.7962 0.00 -0.01 -0.01
H -1.7682 1.2714 -2.2994 0.02 -0.04 0.03
H -0.4329 0.7656 -3.3323 -0.05 -0.04 -0.06
```
Forces are in eV/Å.